1.
Computed, not measured: a 2-piece molecular cluster, C11H21N3O6 overall, with ωB97M-V/def2-TZVPD.

Last column: Löwdin charge in e.
CARTESIAN COORDINATES (ANGSTROEM)
C  -1.38611  -0.49253  5.15231  -0.0518
N  -0.62159  -0.75530  3.93500  0.0294
C  -0.75901  -0.07763  2.79015  -0.4645
O  -1.58352  0.82443  2.68082  0.0419
C  0.14807  -0.40690  1.57792  -0.2251
C  -0.64906  -1.04590  0.43336  -0.0247
N  1.36990  -1.19977  1.81611  0.1030
C  1.47285  -2.41894  2.34926  -0.5548
C  2.85716  -3.02407  2.37521  0.0060
O  0.53170  -3.04430  2.81378  0.0366
H  -1.25467  0.54873  5.45239  0.0847
H  -1.04666  -1.14625  5.95639  0.0837
H  -2.44668  -0.67225  4.96576  0.0863
H  -0.03492  -1.58052  3.90615  0.0925
H  0.48080  0.56466  1.21103  0.1473
H  -1.06054  -2.00278  0.75813  0.0899
H  -0.00611  -1.20919  -0.42979  0.0630
H  -1.47221  -0.38847  0.15040  0.0805
H  2.22862  -0.78351  1.49837  0.1382
H  2.81803  -3.96995  2.91467  0.0874
H  3.54683  -2.34927  2.87798  0.0824
H  3.18853  -3.20839  1.35523  0.0826
N  -2.09061  1.50580  -4.21185  0.0557
C  -1.06724  2.31719  -3.50185  -0.2915
C  -0.17985  1.36521  -2.67981  -0.1515
C  0.60325  0.39499  -3.58171  -0.0904
C  1.49400  -0.53919  -2.77186  -0.5213
O  1.36607  -1.73810  -2.93251  0.0849
O  2.40480  -0.00355  -1.92959  0.1004
C  -1.66714  3.43697  -2.60543  -0.4527
O  -2.81467  3.79703  -2.81766  0.0814
O  -0.88927  3.99417  -1.64754  0.1090
H  -2.64457  0.96728  -3.54467  0.0890
H  -2.71118  2.12229  -4.74229  0.0826
H  -0.43992  2.82491  -4.24238  0.1528
H  -0.80616  0.80272  -1.98034  0.1151
H  0.53684  1.94820  -2.09105  0.1182
H  1.23246  0.95845  -4.27504  0.1303
H  -0.09342  -0.20661  -4.17389  0.1208
H  2.89867  -0.76648  -1.59314  0.1220
H  -1.45344  4.65680  -1.21802  0.1308

Forces on atoms 1 to 3 (eV/Å):
-0.1 0.2 -0.6
0.9 -0.7 0.4
-0.6 0.6 0.2

The value obtained for the highest occupied orbital energy is -0.34602 hartree. The calculation puts the HOMO-LUMO gap at 9.60 eV. Its energy above the lowest of the compared OMol25 structures with the same formula, charge and spin is 0.0 kcal per mole. Its structure (SMILES) is CNC(=O)[C@H](C)NC(C)=O.N[C@H](CCC(=O)O)C(=O)O.

2.
Computed, not measured: C47H47AsHfN8O3S2Se2Te as an isolated structure, with ωB97M-V/def2-TZVPD.

Last column: Löwdin charge in e.
CARTESIAN COORDINATES (ANGSTROEM)
Hf  0.21697  -0.14696  -1.83171  0.3497
C  -1.51433  0.40063  4.10954  -0.0854
N  -1.66765  0.48866  2.67252  -0.1343
C  -0.76177  0.72678  1.70822  -0.2436
N  -1.34351  0.64662  0.52762  -0.0262
C  -2.63135  0.33089  0.83734  -0.3159
N  -2.88349  0.23625  2.11952  0.1090
C  -0.79833  1.59811  4.69053  -0.1865
C  -0.05534  1.49231  5.85844  -0.0416
C  0.56305  2.60999  6.40825  -0.0705
C  0.46967  3.84373  5.78595  -0.0216
C  -0.26377  3.94850  4.60810  -0.1286
C  -0.90415  2.83755  4.07741  0.0409
C  -0.33898  5.21379  3.87818  -0.2906
N  0.08824  6.38953  4.18147  0.1154
N  -0.23048  7.21249  3.09298  0.1150
C  -0.82065  6.45706  2.23490  -0.2947
O  -0.93322  5.18064  2.66374  0.1210
C  -1.36150  6.75665  0.90872  -0.1304
C  -1.19198  8.01319  0.33298  -0.0231
C  -1.68384  8.24194  -0.94023  -0.0700
C  -2.34102  7.23159  -1.63565  -0.0296
C  -2.52972  5.98508  -1.05802  -0.1829
C  -3.22580  4.85630  -1.78448  -0.0878
N  -2.32304  3.79667  -2.17003  -0.1275
C  -1.85906  2.77134  -1.44478  -0.1384
N  -0.98542  2.08473  -2.14113  -0.0219
C  -0.95105  2.74602  -3.33549  -0.2595
N  -1.73137  3.79682  -3.39246  0.1235
C  -2.03076  5.75704  0.21730  0.0384
H  -1.00869  -0.52902  4.38187  0.1177
H  -2.53107  0.34396  4.49875  0.1298
H  0.28581  0.98370  1.84047  0.0150
H  -3.38855  0.16924  0.08759  0.0861
H  0.05274  0.52438  6.33476  0.1184
H  1.14152  2.50997  7.31779  0.1025
H  0.96999  4.71501  6.18621  0.1121
H  -1.47651  2.93104  3.16552  0.1255
H  -0.66856  8.78508  0.88071  0.1123
H  -1.54498  9.21052  -1.40282  0.1008
H  -2.69442  7.40961  -2.64441  0.1123
H  -3.69302  5.21683  -2.69883  0.1205
H  -3.99867  4.42415  -1.14659  0.1310
H  -2.16709  2.56592  -0.43575  0.1055
H  -0.30828  2.42957  -4.13695  0.0367
H  -2.15161  4.78265  0.67252  0.1203
O  0.23851  -0.77576  -8.53735  -0.0789
C  0.83983  0.27703  -7.75188  -0.2175
C  0.72768  -0.02582  -6.25179  -0.5736
C  1.17565  -1.47415  -5.97814  -0.2247
O  2.18346  -1.93810  -6.89165  -0.0809
C  -0.74195  0.18933  -5.87557  -0.5740
Se  -1.41414  -0.48250  -4.15616  0.4724
C  1.64513  0.99748  -5.58197  -0.5533
Se  1.96747  1.05587  -3.61300  0.3461
H  0.17230  -0.46338  -9.44234  0.0778
H  0.32032  1.22035  -7.95616  0.1206
H  1.89153  0.38710  -8.03256  0.1154
H  0.30826  -2.13982  -5.99418  0.1094
H  1.60878  -1.53424  -4.98302  0.0463
H  1.74691  -1.99377  -7.74897  0.0522
H  -1.35769  -0.32139  -6.61826  0.0428
H  -0.96154  1.26081  -5.95264  0.0430
H  1.30109  1.99994  -5.86726  0.0455
H  2.65526  0.86888  -5.97721  0.0438
C  -2.53012  -4.25328  -1.89500  -0.1519
C  -1.38389  -3.26812  -1.87517  -0.7788
S  -1.71552  -1.72251  -1.10163  0.4572
C  -0.18002  -3.54351  -2.39775  -0.7761
C  0.13809  -4.87141  -3.03449  -0.1326
S  1.14831  -2.40312  -2.44453  0.4842
H  -3.43778  -3.78041  -1.52173  0.0418
H  -2.33056  -5.13056  -1.26858  0.0645
H  -2.73553  -4.60796  -2.90886  0.0694
H  -0.58785  -5.64382  -2.77344  0.0558
H  1.12720  -5.20925  -2.71691  0.0501
H  0.16224  -4.77553  -4.12517  0.0722
Te  2.26213  0.71997  -0.19722  -0.1108
C  3.27401  -5.81261  -0.51569  -0.1163
C  3.75511  -4.51117  -0.58284  -0.0950
C  3.05222  -3.47518  0.01215  -0.1835
C  1.87038  -3.73422  0.70524  -0.4045
C  1.37810  -5.03250  0.74546  -0.1026
C  2.07714  -6.06929  0.13681  -0.1091
As  0.95455  -2.22127  1.54504  1.2769
C  -0.16145  -3.27986  2.80337  -0.3888
C  0.30435  -4.02068  3.88859  -0.1103
C  -0.58057  -4.68292  4.72805  -0.1086
C  -1.95008  -4.61608  4.49264  -0.1200
C  -2.42584  -3.88467  3.41437  -0.0991
C  -1.53585  -3.21669  2.57861  -0.1274
C  2.35271  -1.83265  2.89295  -0.3841
C  2.09824  -0.78163  3.77166  -0.1260
C  3.00899  -0.40940  4.74787  -0.0940
C  4.20909  -1.09741  4.87360  -0.1122
C  4.47763  -2.14705  4.00984  -0.0974
C  3.56062  -2.50759  3.02862  -0.0999
H  3.81971  -6.62040  -0.98982  0.0888
H  4.66844  -4.29376  -1.12304  0.1007
H  3.39874  -2.45001  -0.08225  0.0694
H  0.43578  -5.24380  1.23672  0.0946
H  1.68069  -7.07764  0.17420  0.0906
H  1.37050  -4.08575  4.07695  0.0982
H  -0.20169  -5.25534  5.56767  0.0896
H  -2.64084  -5.13102  5.15068  0.0869
H  -3.48992  -3.83139  3.21571  0.0957
H  -1.90841  -2.64979  1.72874  0.0599
H  1.17502  -0.22439  3.67738  0.0636
H  2.79261  0.43255  5.39437  0.0857
H  4.93130  -0.80736  5.62763  0.0885
H  5.41111  -2.69249  4.09099  0.0931
H  3.79910  -3.33143  2.36771  0.0900

Forces on atoms 1 to 3 (eV/Å):
0.0 0.7 -0.8
0.1 0.0 0.0
0.0 -0.1 0.1

The value obtained for the highest occupied orbital energy is -0.02622 hartree. The calculation puts the HOMO-LUMO gap at 3.95 eV. Its energy above the lowest of the compared OMol25 structures with the same formula, charge and spin is 12.8 kcal per mole. Its charge is -2.

3.
Computed, not measured: a 2-piece molecular cluster, C5H13N3O2 overall, with ωB97M-V/def2-TZVPD.

Last column: Löwdin charge in e.
CARTESIAN COORDINATES (ANGSTROEM)
H  -0.90735  2.63312  0.84519  0.0565
N  -0.99920  1.86638  0.16219  0.1128
C  -0.78933  0.67052  0.53963  -0.5550
N  -0.04354  0.21806  1.66032  0.1184
N  -1.08885  -0.43424  -0.34056  -0.0324
C  -2.47656  -1.00514  -0.09943  -0.2623
C  -2.64624  -1.57090  1.27680  -0.1194
H  0.09244  -0.77884  1.47026  0.0827
H  0.73001  0.78895  1.89931  0.0565
H  -0.96421  0.02465  -1.24229  0.1018
H  -2.37479  -1.69776  -0.95159  0.1086
H  -3.27676  -0.23683  -0.29356  0.1173
H  -3.19038  -2.56851  1.18007  0.0910
H  -3.34118  -1.02760  1.96615  0.0801
H  -1.71921  -1.57085  1.89832  0.0596
C  3.52656  -0.00797  -1.43815  -0.0069
C  2.56019  0.87836  -0.74837  -0.5718
O  2.53129  1.12023  0.41805  0.0954
O  1.80060  1.50529  -1.68338  0.0797
H  4.03964  0.58303  -2.20258  0.0927
H  3.14899  -0.92038  -1.87518  0.0758
H  4.22750  -0.67055  -0.81218  0.1181
H  1.16038  2.20097  -1.62901  0.1008

Forces on atoms 1 to 3 (eV/Å):
0.6 -0.9 -0.2
-1.0 0.4 0.1
2.0 -0.1 0.7

The value obtained for the highest occupied orbital energy is -0.33581 hartree. The calculation puts the HOMO-LUMO gap at 9.88 eV. Its energy above the lowest of the compared OMol25 structures with the same formula, charge and spin is 45.7 kcal per mole. Its structure (SMILES) is [H]/N=C(\N)NCC.CC(=O)O.

4.
Computed, not measured: one molecule with the formula C4H8N2O, with ωB97M-V/def2-TZVPD.

Last column: Löwdin charge in e.
CARTESIAN COORDINATES (ANGSTROEM)
O  -2.08515  -0.74895  -1.75011  0.0529
C  -1.19248  -0.34578  -1.02745  -0.5664
N  -1.37771  0.45667  0.07947  0.0656
C  -0.20279  1.20562  0.51436  -0.1985
C  0.81920  0.19208  1.03190  -0.1615
C  0.97711  -0.91476  -0.03990  -0.1747
N  0.16208  -0.58677  -1.19671  0.0375
H  -2.29425  0.87515  0.13688  0.1388
H  0.23431  1.75967  -0.32649  0.1189
H  -0.49297  1.92707  1.27975  0.1167
H  0.44056  -0.24174  1.96147  0.1061
H  1.77856  0.67154  1.25394  0.1050
H  0.68214  -1.89197  0.37296  0.1152
H  2.01254  -1.01308  -0.37627  0.1147
H  0.48001  -0.79082  -2.11616  0.1296

Forces on atoms 1 to 3 (eV/Å):
0.3 0.3 0.0
0.0 0.1 -0.1
-0.1 0.0 -0.1

The value obtained for the highest occupied orbital energy is -0.34366 hartree. The calculation puts the HOMO-LUMO gap at 10.25 eV. Its energy above the lowest of the compared OMol25 structures with the same formula, charge and spin is 9.2 kcal per mole. Its structure (SMILES) is O=C1NCCCN1.

5.
Computed, not measured: a 11-piece molecular cluster, C5H35N2O11 overall, with ωB97M-V/def2-TZVPD.

Last column: Löwdin charge in e.
CARTESIAN COORDINATES (ANGSTROEM)
C  -0.48359  -0.51952  -0.72100  -0.1974
N  0.05292  -0.33603  0.62387  -0.0756
C  -0.01785  -1.57596  1.46846  -0.2016
C  0.91876  -1.45058  2.66605  -0.1756
C  0.62099  -0.27046  3.60624  -0.2333
O  1.26883  0.89707  3.14767  -0.0998
C  -0.65181  0.87992  -1.35696  -0.1694
N  -0.45492  0.81091  -2.84960  0.1474
H  -1.47547  -1.07385  -0.73083  0.1025
H  0.25995  -1.14452  -1.27411  0.1133
H  -0.38076  0.43380  1.14915  0.0888
H  0.28195  -2.40824  0.83326  0.1129
H  -1.03798  -1.80588  1.84395  0.0892
H  1.93246  -1.32665  2.31767  0.0809
H  0.89998  -2.38793  3.25865  0.1222
H  -0.46881  -0.10356  3.71384  0.1186
H  1.08811  -0.44625  4.63551  0.1367
H  0.72561  1.43441  2.60017  0.0045
H  0.06398  1.58494  -0.96381  0.0747
H  -1.62703  1.29068  -1.13305  0.0773
H  -1.19631  0.17735  -3.25084  0.1210
H  -0.53551  1.75504  -3.19842  0.1490
H  0.52511  0.45119  -3.14152  0.1251
H  4.83780  -1.68542  0.43696  0.0485
H  3.53694  -0.94449  0.63002  -0.0066
O  3.91288  -1.78938  0.36895  -0.0219
H  -4.95660  0.24233  -0.42468  0.0529
H  -3.77137  -0.57116  0.13942  -0.0303
O  -3.97643  0.17222  -0.43873  -0.1880
H  2.53410  0.74440  1.86295  0.0476
H  1.84440  0.12632  0.59708  0.0723
O  2.73028  0.55094  0.92549  -0.1198
H  -3.12176  3.36281  0.74197  0.0905
H  -3.20337  1.88429  0.31824  0.0138
O  -2.57077  2.62285  0.37198  -0.1278
H  2.89074  0.67645  -3.68370  0.0890
H  2.44204  -0.45939  -2.60500  0.0373
O  2.23315  0.44246  -3.01539  -0.0908
H  2.19849  1.66728  -1.77976  -0.0307
H  2.48217  1.84381  -0.22655  0.0335
O  2.04422  2.25642  -1.03779  -0.1095
H  -3.59085  -1.88168  2.05475  -0.0117
H  -3.66672  -2.84774  0.79552  0.0466
O  -3.38796  -1.93769  1.12956  -0.2175
H  -1.01644  2.60713  1.12440  0.0023
H  0.47943  2.71520  0.78105  0.0265
O  -0.12471  2.46848  1.45828  -0.0447
H  3.07129  -2.59116  -2.39445  0.0146
H  3.11095  -1.87441  -1.06388  0.0444
O  2.62495  -1.93602  -1.95672  -0.0388
H  -3.55700  -0.62531  -3.42594  0.0341
H  -3.36856  -0.02506  -2.00862  0.0020
O  -2.96992  -0.08033  -2.91977  -0.1293

Forces on atoms 1 to 3 (eV/Å):
-0.6 -0.1 -0.1
0.1 -0.9 0.9
-0.2 0.5 0.1

As for the expectation value of S²: 0.7505. The value obtained for the highest occupied orbital energy (spin up / spin down) is -0.08872 / -0.34479 hartree. As for the multiplicity: 2. The calculation puts the HOMO-LUMO gap (spin up / spin down) at 2.28 / 9.19 eV. Its energy above the lowest of the compared OMol25 structures with the same formula, charge and spin is 0.7 kcal per mole.

Number 1: largest force on an atom 2.1 eV/A. Number 2: largest force on an atom 1.1 eV/A. Number 3: largest force on an atom 2.9 eV/A. Number 4: largest force on an atom 0.7 eV/A. Number 5: largest force on an atom 4.0 eV/A.